No. 1
Formula: C34H84MnO18
Source: OMol25
Level of theory: ωB97M-V/def2-TZVPD

Atoms and positions in Å:
Mn (0.5605, 0.7058, 2.9737)
O (-0.6581, 1.9999, 1.9789)
C (-0.7110, 1.4789, 0.6967)
C (0.3422, 0.4361, 0.2556)
O (0.8437, -0.3906, 1.2546)
H (-0.8044, 2.2850, -0.0550)
H (-1.6780, 0.9268, 0.5968)
H (1.1990, 0.9893, -0.2133)
H (-0.0941, -0.1566, -0.5643)
C (-1.4156, -1.9176, 3.2624)
O (-0.8459, -0.7414, 3.8186)
C (-1.7554, 0.0665, 4.5545)
C (-0.9757, 0.8533, 5.5881)
O (0.1941, 1.4001, 4.9917)
C (1.0301, 2.0089, 5.9358)
H (-2.1063, -2.4147, 3.9505)
H (-0.6062, -2.6132, 3.0399)
H (-1.9290, -1.7209, 2.3162)
H (-2.4743, -0.5744, 5.0792)
H (-2.3606, 0.6942, 3.8920)
H (-0.6674, 0.1647, 6.3870)
H (-1.5771, 1.6503, 6.0366)
H (1.8890, 2.4192, 5.4136)
H (1.3566, 1.3240, 6.7236)
H (0.4986, 2.8548, 6.3897)
C (-2.0318, -1.6030, -5.5833)
O (-2.7367, -0.5114, -5.0675)
C (-1.9089, 0.6196, -4.9997)
C (-2.6215, 1.7476, -4.3213)
O (-3.6855, 2.2508, -5.0646)
C (-3.2995, 3.1940, -6.0364)
H (-1.2386, -1.9363, -4.9024)
H (-1.5463, -1.3331, -6.5341)
H (-2.7347, -2.4072, -5.7772)
H (-1.6939, 0.9320, -6.0353)
H (-0.9626, 0.4203, -4.4749)
H (-1.8694, 2.5320, -4.1313)
H (-3.0064, 1.4447, -3.3484)
H (-2.6078, 3.9203, -5.6037)
H (-4.2046, 3.7117, -6.3418)
H (-2.8399, 2.6961, -6.8953)
C (5.4652, 1.9049, -3.6996)
O (5.4357, 1.7381, -2.2928)
C (4.7915, 0.5770, -1.9346)
C (4.7341, 0.5197, -0.4414)
O (5.9832, 0.6440, 0.1662)
C (6.6472, -0.5741, 0.2600)
H (4.4471, 1.9767, -4.1048)
H (6.0458, 1.1005, -4.1627)
H (5.9393, 2.8623, -3.9093)
H (5.3044, -0.3042, -2.3518)
H (3.7450, 0.5708, -2.2851)
H (4.2182, -0.3813, -0.0669)
H (4.0863, 1.3354, -0.1104)
H (6.8195, -1.0428, -0.7223)
H (6.0611, -1.3118, 0.8389)
H (7.6087, -0.4322, 0.7433)
C (4.4681, -3.5573, -1.4018)
O (3.5031, -4.2391, -0.6319)
C (2.7663, -3.2901, 0.0979)
C (1.6604, -3.8965, 0.9143)
O (2.1110, -4.8900, 1.7935)
C (2.8128, -4.3919, 2.8931)
H (4.0895, -2.7137, -1.9955)
H (4.9275, -4.3013, -2.0512)
H (5.2579, -3.1480, -0.7486)
H (2.3877, -2.4949, -0.5582)
H (3.4610, -2.7750, 0.7870)
H (0.9283, -4.3731, 0.2569)
H (1.1322, -3.0861, 1.4359)
H (3.2071, -5.2425, 3.4373)
H (2.1689, -3.7389, 3.5029)
H (3.6674, -3.7605, 2.5971)
C (-4.4911, 0.6602, 1.0110)
O (-5.1954, -0.2347, 0.2044)
C (-4.3237, -0.9509, -0.6298)
C (-5.0942, -1.6898, -1.6930)
O (-6.1757, -2.3483, -1.1211)
C (-6.7746, -3.2415, -2.0292)
H (-3.6149, 0.1769, 1.4646)
H (-5.1467, 1.0440, 1.7925)
H (-4.1555, 1.5384, 0.4420)
H (-3.7543, -1.6665, -0.0061)
H (-3.5794, -0.3161, -1.1299)
H (-4.4185, -2.4102, -2.1769)
H (-5.4680, -0.9773, -2.4430)
H (-6.0136, -3.7799, -2.6076)
H (-7.4208, -2.6908, -2.7305)
H (-7.3931, -3.9480, -1.4832)
C (2.2460, 3.2181, 2.1790)
O (2.2535, 1.9880, 2.8508)
C (3.4852, 1.2712, 2.7730)
C (3.5057, 0.2297, 3.9011)
O (2.2193, -0.3383, 4.0694)
C (2.2339, -1.2715, 5.1321)
H (1.4066, 3.8076, 2.5423)
H (2.0608, 3.0675, 1.1116)
H (3.1660, 3.7852, 2.3437)
H (4.3032, 1.9691, 2.9703)
H (3.5795, 0.8000, 1.7972)
H (3.8478, 0.7345, 4.8130)
H (4.1927, -0.5833, 3.6475)
H (2.4914, -0.7671, 6.0677)
H (2.9209, -2.0894, 4.9086)
H (1.2277, -1.6776, 5.2201)
C (-0.7072, -2.6037, -2.1344)
O (-0.2884, -3.6864, -2.9601)
C (1.0969, -3.7543, -3.0986)
C (1.4211, -4.6837, -4.2167)
O (1.1040, -4.0918, -5.4523)
C (1.6349, -4.7786, -6.5157)
H (-1.7932, -2.6766, -2.1404)
H (-0.3658, -1.6833, -2.6150)
H (-0.3313, -2.6970, -1.1106)
H (1.6222, -4.1831, -2.2331)
H (1.5026, -2.7604, -3.3463)
H (0.7959, -5.5812, -4.0677)
H (2.4617, -5.0282, -4.1579)
H (1.0906, -5.7051, -6.7727)
H (2.6917, -5.0600, -6.3806)
H (1.6031, -4.1780, -7.4302)
C (-5.8062, 6.9327, 3.6795)
O (-5.0429, 6.2278, 2.7540)
C (-3.7313, 6.0544, 3.1991)
C (-2.9887, 5.1630, 2.2397)
O (-2.7675, 5.8995, 1.0518)
C (-2.2803, 5.0651, 0.0126)
H (-6.8590, 6.8548, 3.4054)
H (-5.5445, 7.9986, 3.6714)
H (-5.7065, 6.5052, 4.6857)
H (-3.7062, 5.6774, 4.2299)
H (-3.2065, 7.0292, 3.1960)
H (-3.6158, 4.2859, 2.0158)
H (-2.0200, 4.8614, 2.6577)
H (-3.0883, 4.4012, -0.3301)
H (-1.4178, 4.4812, 0.3538)
H (-2.0261, 5.7147, -0.8228)

Lowest unoccupied orbital energy (spin up / spin down) (eV): 0.096 / 0.093
Relative energy (zero: lowest compared OMol25 entry of this formula, charge and spin) (eV): 0.000
Expectation value of S²: 8.754
Frontier orbital gap (spin up / spin down) (eV): 7.05 / 7.31
2S+1: 6

---

No. 2
Formula: C34H84N2O16
Source: OMol25
Level of theory: ωB97M-V/def2-TZVPD

Atoms and positions in Å:
C (8.4144, -6.7176, -0.0511)
N (7.8211, -6.9014, -1.3060)
C (6.4930, -6.9294, -1.3618)
C (5.7703, -7.4651, -2.5562)
O (5.8093, -6.5924, -0.4291)
H (9.0286, -5.8212, -0.1363)
H (9.1312, -7.5189, 0.1280)
H (7.7581, -6.5064, 0.7932)
H (8.3249, -6.9290, -2.1809)
H (5.0984, -8.2008, -2.1142)
H (6.4020, -7.8505, -3.3565)
H (5.1070, -6.7009, -2.9614)
C (1.8745, -1.8356, 1.6596)
N (3.1823, -1.6840, 1.0231)
C (3.4899, -0.5880, 0.2351)
C (4.6965, -0.8217, -0.5978)
O (2.8591, 0.4523, 0.1918)
H (1.6044, -1.1326, 2.4475)
H (2.0649, -2.7625, 2.2006)
H (1.0611, -2.1051, 0.9858)
H (3.8287, -2.4476, 0.8846)
H (4.4393, -1.0581, -1.6303)
H (5.3734, -1.5668, -0.1797)
H (5.2687, 0.1008, -0.4997)
C (-1.2485, -8.0154, -4.4662)
O (-1.2209, -7.4216, -3.1195)
C (-0.9569, -8.3083, -2.0610)
C (-0.5985, -7.4772, -0.8269)
O (-1.6480, -7.2733, 0.0819)
C (-2.7386, -6.4452, -0.3072)
H (-0.2267, -8.2919, -4.7261)
H (-1.3689, -7.2897, -5.2705)
H (-1.8217, -8.9335, -4.5953)
H (-0.1807, -9.0413, -2.2805)
H (-1.7661, -8.9679, -1.7474)
H (-0.0773, -6.5613, -1.1054)
H (0.2663, -7.9449, -0.3563)
H (-3.5938, -6.8002, 0.2678)
H (-2.9353, -6.3200, -1.3720)
H (-2.5643, -5.4259, 0.0372)
C (-3.4289, -3.7096, 6.1284)
O (-4.5129, -3.6978, 7.0460)
C (-5.0588, -4.9583, 7.2730)
C (-5.7592, -5.6119, 6.0235)
O (-6.7202, -4.7517, 5.4240)
C (-7.7077, -5.4279, 4.6504)
H (-3.0999, -2.7087, 5.8489)
H (-3.6731, -4.2885, 5.2377)
H (-2.6173, -4.2320, 6.6349)
H (-5.8782, -4.9658, 7.9918)
H (-4.3643, -5.6610, 7.7335)
H (-6.3240, -6.4279, 6.4743)
H (-4.9591, -5.9348, 5.3574)
H (-8.3595, -5.9212, 5.3715)
H (-7.3364, -6.1756, 3.9495)
H (-8.3107, -4.7635, 4.0314)
C (0.5239, -1.6718, -5.6001)
O (0.7853, -0.7676, -6.6604)
C (1.8931, -0.9089, -7.4554)
C (1.5194, -1.5925, -8.7994)
O (1.1581, -0.6961, -9.8999)
C (-0.0394, 0.0590, -9.7167)
H (1.2869, -1.6139, -4.8238)
H (0.5305, -2.6587, -6.0628)
H (-0.4428, -1.5884, -5.1036)
H (2.7926, -1.3476, -7.0236)
H (2.1039, 0.1308, -7.7056)
H (0.7694, -2.3276, -8.5078)
H (2.3662, -2.2244, -9.0672)
H (0.0189, 1.0997, -10.0355)
H (-0.4023, 0.1273, -8.6912)
H (-0.8357, -0.3882, -10.3116)
C (-4.4016, 0.5389, 2.4899)
O (-5.7394, 0.8515, 2.3164)
C (-6.5424, -0.0780, 3.0174)
C (-8.0410, 0.3643, 2.8929)
O (-8.2714, 1.5308, 3.6214)
C (-8.4537, 1.3128, 5.0315)
H (-4.0135, -0.3639, 2.0184)
H (-4.1593, 0.5932, 3.5513)
H (-3.8609, 1.3529, 2.0071)
H (-6.3022, -0.2412, 4.0681)
H (-6.4389, -1.0354, 2.5068)
H (-8.7069, -0.4791, 3.0754)
H (-8.4695, 0.6057, 1.9201)
H (-9.1297, 0.5074, 5.3186)
H (-8.8621, 2.1049, 5.6590)
H (-7.4853, 0.9707, 5.3966)
C (-2.2653, 5.9752, 10.4864)
O (-1.1488, 5.6533, 9.7129)
C (-1.1263, 6.2390, 8.3518)
C (-0.7484, 5.2284, 7.2272)
O (0.5815, 4.7058, 7.1202)
C (0.8664, 4.0959, 5.8778)
H (-2.3444, 7.0584, 10.5787)
H (-2.1622, 5.5639, 11.4905)
H (-3.1747, 5.4481, 10.1977)
H (-0.6398, 7.2095, 8.2548)
H (-2.1645, 6.4794, 8.1231)
H (-0.9566, 5.6945, 6.2641)
H (-1.4112, 4.3638, 7.2625)
H (1.8416, 3.6432, 6.0570)
H (0.9470, 4.8119, 5.0600)
H (0.2114, 3.2665, 5.6109)
C (-2.3290, 4.8249, -5.7547)
O (-2.2010, 5.4064, -4.4222)
C (-1.4108, 4.5771, -3.5635)
C (-0.8677, 5.2768, -2.2758)
O (0.0552, 6.3564, -2.6558)
C (0.3709, 7.3426, -1.6614)
H (-1.3992, 4.4418, -6.1752)
H (-2.6879, 5.5549, -6.4802)
H (-3.0804, 4.0356, -5.7753)
H (-0.4867, 4.2543, -4.0429)
H (-1.9339, 3.6263, -3.4618)
H (-0.2915, 4.6603, -1.5859)
H (-1.7068, 5.6144, -1.6674)
H (0.9067, 6.9016, -0.8209)
H (-0.4848, 7.7448, -1.1191)
H (0.9673, 8.1419, -2.1012)
C (6.8370, 10.5176, -3.2657)
O (7.7157, 10.0121, -4.2344)
C (7.1937, 8.8759, -5.0268)
C (7.2317, 7.5408, -4.3426)
O (6.6696, 7.6543, -3.0192)
C (6.6437, 6.4325, -2.3230)
H (6.4677, 9.8084, -2.5249)
H (6.0154, 11.0974, -3.6863)
H (7.4917, 11.1656, -2.6831)
H (7.7328, 8.7930, -5.9705)
H (6.1999, 9.0061, -5.4553)
H (8.2464, 7.1433, -4.3241)
H (6.4992, 6.9051, -4.8401)
H (5.9705, 5.6654, -2.7056)
H (6.4785, 6.4032, -1.2460)
H (7.6191, 5.9534, -2.4078)

Lowest unoccupied orbital energy (eV): 0.112
Relative energy (zero: lowest compared OMol25 entry of this formula, charge and spin) (eV): 5.233
Structure (SMILES): CNC(C)=O.CNC(C)=O.COCCOC.COCCOC.COCCOC.COCCOC.COCCOC.COCCOC.COCCOC
Frontier orbital gap (eV): 9.49

---

Among the records above, which one has the lowest relative energy (zero: lowest compared OMol25 entry of this formula, charge and spin)?
C34H84MnO18

---

What is the relative energy (zero: lowest compared OMol25 entry of this formula, charge and spin) in the first record?
0.000 eV

---

Which formula does entry 2 have?
C34H84N2O16

---

Which of these has the highest relative energy (zero: lowest compared OMol25 entry of this formula, charge and spin)?
C34H84N2O16